[1]
This record from OMol25 describes an isolated ion of composition C10H11INO and charge +1 at a distorted geometry. The level of theory is ωB97M-V with the def2-TZVPD basis set.

Properties
Structure (SMILES) = C[n+]1cccc2c1=C(OI)CCC=2
Highest occupied orbital energy (spin up / spin down) = -11.82 / -11.82 eV
Charge = +1
ΔE to the lowest compared entry with this formula, charge and spin = 0.000 eV

Structure (XYZ):
```
24
Properties=species:S:1:pos:R:3:lowdin_charge:R:1
C 1.82974 1.62887 -1.10500 0.01
N 0.79923 0.63412 -1.27581 -0.03
C 0.55131 0.15887 -2.47066 0.03
C -0.37044 -0.87482 -2.72426 -0.01
C -0.98629 -1.48019 -1.67455 0.04
C -0.75623 -1.02684 -0.34094 -0.14
C 0.09168 0.17735 -0.15896 -0.09
C 0.08933 0.72100 1.07290 -0.12
O 0.86058 2.08883 1.34981 -0.79
I 1.41261 2.62667 3.17976 1.02
C -0.76290 0.24686 2.18567 -0.17
C -0.98643 -1.26141 2.12152 -0.14
C -1.25061 -1.69797 0.72874 0.02
H 1.40445 2.56779 -0.74945 0.11
H 2.34755 1.79979 -2.04614 0.11
H 2.54411 1.28552 -0.35561 0.12
H 1.11034 0.57645 -3.29712 0.15
H -0.52573 -1.20168 -3.73872 0.12
H -1.64606 -2.32149 -1.81595 0.14
H -0.30490 0.51016 3.13966 0.05
H -1.71657 0.78620 2.13095 0.15
H -1.81686 -1.53545 2.77143 0.13
H -0.10528 -1.80156 2.48864 0.14
H -1.81259 -2.60707 0.58411 0.13
```


[2]
This record from OMol25 describes C7H22BeN10O11Pb as an isolated structure at a distorted geometry. The level of theory is ωB97M-V with the def2-TZVPD basis set.

Properties
Highest occupied orbital energy (spin up / spin down) = -15.92 / -15.92 eV
2S+1 = 2
⟨S²⟩ = 1.774
Charge = +3

Structure (XYZ):
```
52
Properties=species:S:1:pos:R:3:lowdin_spin:R:1
Be 2.22245 -3.49597 -1.22496 -0.41
Pb 2.97888 0.12148 -3.16820 -0.31
O -0.04328 -0.02363 -0.02965 0.00
C 1.03421 0.03461 -0.76097 -0.01
O 1.40172 1.10331 -1.22209 -0.01
O 1.66978 -0.91378 -1.11940 -0.09
H -0.10325 -0.98117 0.00390 0.00
O -2.01680 -3.83635 -2.08259 0.00
C -0.79189 -3.72336 -1.72048 -0.01
O 0.12505 -4.14602 -2.43996 -0.08
O -0.54773 -3.17031 -0.60516 0.00
H -2.46556 -3.60817 -1.26518 0.00
C -0.90376 -2.90847 3.47795 0.07
O -0.23765 -2.94235 4.48387 0.67
N -0.41979 -3.46650 2.43615 0.24
N -1.91736 -2.17275 3.28816 0.00
H -0.63249 -2.98659 1.57328 0.01
H 0.27144 -4.19752 2.52514 0.00
H -2.41975 -2.57194 2.50819 0.00
H -2.20325 -1.89952 4.21752 0.00
C -3.09100 0.62420 -2.39729 0.07
O -3.41109 -0.46458 -1.95021 0.66
N -3.82298 1.38355 -3.22285 0.00
N -1.92731 1.15024 -2.10173 0.24
H -4.80708 1.18397 -3.33156 0.00
H -3.57467 2.26741 -3.64385 0.00
H -1.32934 0.56181 -1.53933 0.00
H -1.65383 1.94046 -2.66817 0.01
C 2.74405 -1.91675 1.82522 0.00
O 2.32674 -2.90436 1.12442 -0.06
N 3.66653 -1.20665 1.41825 0.00
N 2.31383 -1.54752 3.00554 0.00
H 4.12858 -1.28876 0.52391 0.00
H 3.83189 -0.33538 1.90163 0.00
H 1.54257 -2.00927 3.46602 0.00
H 2.84285 -0.87804 3.54596 0.00
C -0.14777 4.08558 -3.06471 0.00
O -1.22680 3.48634 -3.27794 0.02
N 0.86388 3.61259 -2.28544 0.00
N 0.27189 5.15536 -3.68597 0.00
H 0.92443 2.67002 -1.92769 0.00
H 1.74442 4.10728 -2.28912 0.00
H -0.15661 5.39565 -4.56843 0.00
H 1.03491 5.77741 -3.46021 0.00
C 0.18839 2.04976 2.95915 0.00
O 0.02849 2.44411 4.13988 0.00
N 1.05649 2.58531 2.15385 0.00
N -0.53490 1.11085 2.37084 0.00
H 1.74146 3.26846 2.44403 0.00
H 1.06430 2.01122 1.32290 0.00
H -1.32259 0.73112 2.87627 0.00
H -0.31070 0.73362 1.46115 0.00
```


[3]
This record from OMol25 describes a 2-piece molecular cluster, C9H11BrO overall at a distorted geometry. The level of theory is ωB97M-V with the def2-TZVPD basis set.

Properties
Highest occupied orbital energy = -9.14 eV
ΔE to the lowest compared entry with this formula, charge and spin = 0.429 eV

Structure (XYZ):
```
22
Properties=species:S:1:pos:R:3:lowdin_charge:R:1
C 0.88542 -1.75942 1.01977 -0.63
C 1.51157 -0.59870 0.21101 -0.09
C 0.31346 -1.81648 -2.38666 -0.07
C -0.55106 -1.27982 1.29755 -0.14
C -0.74617 2.17986 -0.42542 -0.13
C -1.27879 1.25151 0.73289 -0.14
C 0.48531 1.45483 -0.98623 -0.13
C -0.84054 -0.10836 0.29809 -0.32
C 0.52787 0.18193 -0.22180 -0.31
O 1.25356 -1.41244 -2.90620 0.01
Br 1.00722 -3.40071 -0.09363 0.67
H 1.42226 -1.93226 1.92547 0.07
H 2.63925 -0.58968 0.07721 0.14
H -1.28938 -2.09430 1.24478 0.10
H -0.52243 -0.69322 2.40727 0.18
H -1.59855 2.13303 -1.12303 0.12
H -0.49339 3.13496 -0.27227 0.06
H -0.72664 1.46726 1.61710 0.09
H -2.45961 1.21862 0.94656 0.16
H 0.61870 1.04760 -2.05111 0.13
H 1.34884 2.07728 -0.87712 0.10
H -1.50691 -0.46148 -0.43422 0.13
```


[4]
This record from OMol25 describes a 2-piece molecular cluster, H4O2 overall at a distorted geometry. The level of theory is ωB97M-V with the def2-TZVPD basis set.

Properties
Structure (SMILES) = O.O
Highest occupied orbital energy = -11.11 eV
ΔE to the lowest compared entry with this formula, charge and spin = 0.226 eV

Structure (XYZ):
```
6
Properties=species:S:1:pos:R:3:lowdin_charge:R:1
O -1.59785 -0.35931 -0.12749 -0.07
H -0.65380 -0.13602 -0.05952 -0.02
H -2.03320 0.42531 0.22324 0.03
O 1.29954 -0.35446 -0.15204 -0.09
H 1.82601 -0.15382 0.65400 0.06
H 1.15931 0.57829 -0.53818 0.09
```


Values for E, Ha, ordered as above
-815.01185 -1861.58900 -2998.71743 -152.86664